No. 1
DFT (ωB97M-V with the def2-TZVPD basis set) results for a 9-piece molecular cluster, C27H78N12O9 overall at a distorted geometry.

Structure (XYZ):
```
126
Properties=species:S:1:pos:R:3:forces:R:3:lowdin_charge:R:1
C 21.92054 -1.35069 -14.34588 -0.484 -1.248 -1.148 -0.107
O 23.22274 -1.28313 -13.84608 0.207 -0.087 -0.293 -0.180
C 23.38500 -0.52652 -12.69350 -1.003 0.219 1.201 -0.254
C 24.84258 -0.31852 -12.46922 0.977 1.278 -2.180 -0.421
C 25.16591 0.51986 -11.26669 0.060 -1.232 1.717 -0.084
N 25.34880 0.46810 -13.65950 -0.227 -0.253 0.465 0.031
H 21.70443 -2.41207 -14.56233 -0.082 0.215 0.384 0.090
H 21.85988 -0.90425 -15.34545 0.006 0.509 0.283 0.089
H 21.13289 -0.96779 -13.69631 0.202 0.198 0.146 0.083
H 22.84491 0.43278 -12.74939 0.308 0.090 -0.274 0.134
H 22.92560 -1.02874 -11.82066 0.190 -0.160 -0.103 0.134
H 25.35824 -1.28176 -12.54409 -0.187 -0.133 0.866 0.143
H 24.70417 1.50184 -11.23399 0.024 0.096 -0.526 0.069
H 26.24247 0.57828 -11.10040 0.043 0.338 -0.310 0.082
H 24.82144 -0.00595 -10.35646 -0.085 0.066 -0.208 0.076
H 25.06724 -0.00904 -14.51127 0.033 -0.013 0.096 0.061
H 26.36289 0.43985 -13.62874 -0.030 0.100 -0.116 0.064
C 19.31406 8.44942 -9.37475 0.687 -0.605 -0.983 -0.087
O 19.19532 7.11680 -9.87970 -0.030 0.558 0.278 -0.207
C 20.32724 6.30113 -9.66482 -0.569 -0.021 0.361 -0.224
C 20.32343 5.23238 -10.71696 -0.041 0.310 -1.699 -0.435
C 21.55607 4.38861 -10.61840 0.841 -2.093 -0.145 -0.086
N 20.36907 5.89713 -12.04862 0.102 0.040 0.349 0.048
H 18.64179 9.02041 -10.01106 -0.307 0.290 0.613 0.088
H 20.32410 8.83316 -9.58140 -0.066 -0.062 0.047 0.085
H 19.16138 8.51379 -8.29735 -0.428 0.056 -0.016 0.085
H 21.23982 6.90014 -9.75142 0.092 -0.056 0.010 0.124
H 20.25865 5.84330 -8.66925 0.241 0.036 0.073 0.130
H 19.39067 4.65661 -10.71382 0.162 -0.261 0.720 0.116
H 22.46879 4.98414 -10.68018 -0.080 0.158 0.242 0.081
H 21.67965 3.63037 -11.41161 -0.467 0.698 -0.503 0.084
H 21.60536 3.65427 -9.80180 -0.167 0.886 0.582 0.041
H 19.61498 6.57563 -12.08741 0.028 -0.031 -0.019 0.061
H 20.16667 5.19365 -12.75413 -0.011 0.055 0.013 0.048
C 20.46336 -6.08458 -7.52732 0.055 0.353 0.021 -0.117
O 19.58533 -7.18308 -7.61736 0.097 0.111 -0.003 -0.179
C 19.63267 -7.83730 -8.87024 0.513 -0.191 -0.169 -0.227
C 18.25372 -7.94119 -9.47216 -0.183 0.730 -0.832 -0.443
C 17.72540 -6.57214 -9.93499 0.060 -0.017 -0.376 -0.081
N 17.30289 -8.59503 -8.57544 0.077 -0.037 -0.069 0.043
H 20.35099 -5.62294 -6.54601 -0.004 -0.247 0.088 0.082
H 20.22893 -5.29112 -8.25191 -0.022 -0.219 -0.118 0.086
H 21.50822 -6.38856 -7.66654 -0.044 0.006 0.039 0.089
H 20.29851 -7.31199 -9.56921 -0.243 0.290 0.044 0.119
H 20.10487 -8.82799 -8.80410 -0.318 -0.029 0.501 0.125
H 18.40267 -8.50813 -10.40054 -0.247 -0.382 0.272 0.137
H 16.79547 -6.71268 -10.49172 -0.103 0.009 0.176 0.075
H 18.39474 -6.07378 -10.64658 0.107 -0.058 0.236 0.069
H 17.52578 -5.90150 -9.09761 0.058 0.000 0.043 0.076
H 16.46297 -8.82817 -9.09426 0.060 -0.071 -0.056 0.067
H 17.00236 -7.88339 -7.91414 0.122 -0.201 0.204 0.070
C 21.48483 -2.00274 -6.53087 -0.479 0.438 -0.824 -0.080
O 20.13192 -1.56659 -6.64182 0.085 -0.320 0.706 -0.174
C 20.01990 -0.27754 -7.15122 0.150 1.030 0.164 -0.234
C 20.25444 -0.20015 -8.63665 -0.234 -0.321 -1.796 -0.423
C 20.16267 1.22706 -9.17668 0.362 0.525 0.100 -0.057
N 19.34297 -1.15931 -9.31833 -0.510 0.556 0.173 0.056
H 21.89025 -2.10498 -7.54488 0.154 -0.355 0.141 0.081
H 21.45031 -2.96003 -6.02203 0.213 -0.015 0.062 0.078
H 22.11852 -1.26365 -6.02792 -0.159 -0.099 0.300 0.091
H 19.01492 0.12362 -6.95964 -0.156 -0.505 0.037 0.130
H 20.67320 0.42526 -6.61180 0.274 -0.137 -0.172 0.120
H 21.26246 -0.50773 -8.94464 0.070 -0.094 0.538 0.123
H 20.99553 1.79080 -8.73648 -0.317 0.157 0.084 0.058
H 19.22614 1.76949 -8.99614 0.121 -0.145 0.390 0.058
H 20.30437 1.31488 -10.25960 0.053 -0.474 0.022 0.075
H 18.41912 -1.10227 -8.87461 0.320 -0.193 -0.005 0.033
H 19.14559 -0.82360 -10.26036 0.277 -0.092 -0.012 0.057
C 21.56673 -2.75879 -2.51814 -0.022 -0.606 -0.559 -0.126
O 21.37760 -3.13653 -1.18769 -0.525 0.078 0.389 -0.191
C 21.36956 -4.53156 -0.99368 -0.087 -0.253 -0.305 -0.221
C 20.92923 -4.80541 0.45264 0.252 -0.048 -0.789 -0.436
C 22.14106 -4.85655 1.36470 0.075 0.214 0.522 -0.071
N 20.20053 -6.07357 0.48473 -0.034 -0.086 0.377 0.026
H 20.93299 -3.31131 -3.23217 -0.071 -0.226 0.325 0.082
H 22.60171 -2.99758 -2.79024 0.054 0.598 -0.301 0.092
H 21.25016 -1.72756 -2.64168 0.580 0.244 0.141 0.090
H 20.69060 -5.01086 -1.71703 -0.199 0.127 0.194 0.119
H 22.35669 -4.95835 -1.23245 0.040 0.023 0.274 0.130
H 20.30721 -3.93844 0.70308 -0.011 -0.039 0.185 0.135
H 22.83584 -4.05733 1.10259 -0.016 0.011 -0.015 0.079
H 22.67051 -5.80880 1.30386 -0.098 -0.031 -0.238 0.080
H 21.88041 -4.70671 2.41766 -0.103 -0.043 -0.083 0.073
H 19.94162 -6.29048 1.44281 0.089 -0.065 -0.065 0.070
H 19.32840 -6.01647 -0.02893 0.068 0.108 -0.082 0.069
C 16.95759 -0.40001 -13.68963 0.848 0.694 -1.026 -0.072
O 17.58735 0.84477 -13.39463 0.069 -0.180 0.246 -0.191
C 16.76325 1.73337 -12.71511 -0.680 0.414 0.854 -0.249
C 17.54521 2.96499 -12.31775 0.919 0.063 -0.651 -0.438
C 16.70120 3.94215 -11.53232 0.181 -0.075 0.574 -0.060
N 18.22465 3.63479 -13.46386 -0.501 -0.419 0.717 0.060
H 17.76409 -0.93781 -14.18301 -0.126 -0.546 0.177 0.086
H 16.21123 -0.22501 -14.47053 -0.411 -0.229 0.345 0.095
H 16.58028 -0.92529 -12.81492 -0.126 0.061 0.028 0.072
H 15.86405 2.00657 -13.29182 0.107 -0.065 -0.166 0.137
H 16.41469 1.31545 -11.75091 -0.096 -0.266 -0.266 0.121
H 18.35173 2.57281 -11.68104 -0.064 0.187 0.129 0.118
H 15.71965 4.13811 -11.96624 0.071 0.002 -0.223 0.086
H 17.24477 4.88051 -11.41098 -0.102 0.079 -0.027 0.069
H 16.54179 3.53996 -10.52692 -0.092 0.101 -0.089 0.055
H 17.69870 4.46564 -13.70504 -0.025 -0.130 -0.388 0.068
H 18.23824 2.96804 -14.22844 0.079 0.316 -0.206 0.066
N 14.38397 0.33491 -8.56011 0.792 0.868 -0.362 0.164
C 15.75382 0.25454 -8.70715 -0.016 -1.083 0.848 -0.598
N 16.41201 1.45807 -8.73782 -0.332 -0.816 -0.315 0.175
O 16.35624 -0.83106 -8.71183 -0.576 1.337 -0.028 -0.016
H 13.94092 1.21065 -8.76969 -0.190 -0.055 0.105 0.093
H 13.79833 -0.44242 -8.33355 0.259 -0.360 -0.132 0.104
H 15.93850 2.32756 -8.59590 0.045 0.113 0.052 0.094
H 17.40964 1.42560 -8.86051 -0.109 0.075 0.009 0.065
N 15.65647 -3.17953 -10.19693 -0.033 -0.515 -0.021 0.144
C 16.18459 -3.35384 -11.46423 -0.070 0.801 0.440 -0.671
N 17.56256 -3.29652 -11.44319 -0.308 -0.043 -0.095 0.157
O 15.50195 -3.47305 -12.47282 0.527 -0.204 0.266 0.010
H 14.66638 -3.32122 -10.10456 -0.051 0.076 -0.257 0.092
H 16.05273 -2.49284 -9.56256 0.054 -0.162 -0.192 0.042
H 18.08178 -3.40265 -10.58910 -0.083 0.189 0.076 0.077
H 18.07052 -3.08697 -12.27723 -0.036 -0.182 -0.284 0.087
N 24.30147 2.50968 -8.54575 -0.621 0.121 0.222 0.160
C 23.37473 2.74068 -7.53969 1.659 0.627 0.119 -0.679
N 23.04222 4.07144 -7.40271 -0.254 -1.112 0.057 0.154
O 23.05473 1.88853 -6.73528 -0.557 -0.160 -0.234 0.025
H 24.57078 1.56261 -8.73464 -0.104 -0.062 0.016 0.074
H 24.46151 3.19655 -9.25927 0.004 -0.055 -0.094 0.084
H 23.35668 4.76179 -8.05245 -0.146 0.261 0.061 0.085
H 22.45106 4.26622 -6.61730 -0.044 0.384 -0.085 0.103
```
Forces are in eV/Å.

Structure (SMILES) = COC[C@H](C)N.COC[C@H](C)N.COC[C@H](C)N.COC[C@H](C)N.COC[C@H](C)N.COC[C@H](C)N.NC(N)=O.NC(N)=O.NC(N)=O
HOMO level = -8.94 eV
Energy above the lowest of the compared OMol25 structures with the same formula, charge and spin = 12.9 kcal/mol
M = 715.00 g/mol
LUMO energy = 0.2 eV
Frontier orbital gap = 9.1 eV

---

No. 2
DFT (ωB97M-V with the def2-TZVPD basis set) results for a 11-piece molecular cluster, C27H79N5O11 overall at a distorted geometry.

Structure (XYZ):
```
122
Properties=species:S:1:pos:R:3:forces:R:3:lowdin_charge:R:1
C 1.40503 7.79355 2.07099 -0.685 -1.336 -0.388 -0.054
O 1.27297 6.95250 0.86172 -1.471 3.052 0.601 -0.178
C 2.32692 6.09485 0.75268 0.911 -1.798 0.389 -0.268
C 2.33736 5.29650 -0.57450 -0.546 1.052 0.689 -0.367
C 1.11094 4.39591 -0.69568 -0.679 -0.679 -0.064 -0.041
N 3.53548 4.46555 -0.69436 0.117 -0.628 -0.169 0.036
H 2.30419 8.40934 2.09098 0.272 -0.411 -0.140 0.087
H 1.30605 7.10279 2.90835 0.796 -0.096 0.320 0.076
H 0.57479 8.46402 2.29296 -0.350 -0.029 -1.169 0.083
H 3.26614 6.62107 0.92313 0.414 0.011 -0.219 0.121
H 2.19733 5.37255 1.55865 0.574 -0.520 0.342 0.111
H 2.30657 6.07727 -1.33447 -0.105 -0.054 -0.426 0.138
H 0.13912 4.87839 -0.79996 0.329 0.582 -0.282 0.075
H 0.91600 3.71677 0.13430 0.676 0.141 0.589 0.064
H 1.17088 3.68137 -1.51662 0.210 0.296 -0.436 0.065
H 3.52913 4.07714 -1.62667 -0.228 -0.214 -0.199 0.073
H 4.45346 4.88488 -0.65441 -0.175 0.804 0.444 0.095
C 1.76785 -2.68826 -2.10453 0.664 1.087 -0.464 -0.126
O 2.43456 -3.91992 -2.02887 0.763 0.431 0.238 -0.143
C 3.55294 -3.78292 -1.15013 -0.204 -0.631 1.295 -0.193
C 4.45489 -4.98169 -1.27507 0.596 -0.777 -0.746 -0.452
C 3.72819 -6.28160 -1.27269 -0.907 -1.434 -0.823 -0.077
N 5.51544 -5.10394 -0.29209 0.571 1.727 1.243 0.029
H 1.04971 -2.65393 -2.92380 -0.152 -0.456 0.320 0.077
H 2.49721 -1.90802 -2.32219 0.257 0.166 -0.541 0.061
H 1.37307 -2.29034 -1.16970 -0.685 -0.665 0.402 0.072
H 4.13404 -2.86224 -1.20272 -0.137 0.240 -0.806 0.111
H 3.17477 -3.77593 -0.12786 -0.290 0.009 0.463 0.123
H 5.01052 -4.88198 -2.20751 -0.326 -0.054 -0.484 0.136
H 3.01557 -6.48298 -2.07251 0.159 0.441 -0.415 0.076
H 3.12245 -6.50290 -0.39395 0.408 0.291 0.496 0.087
H 4.52827 -7.01355 -1.38321 -0.294 -0.486 0.159 0.073
H 5.22474 -4.84020 0.63852 -0.185 0.052 0.118 0.063
H 5.96335 -6.00491 -0.20414 -0.338 -0.076 -0.469 0.066
C -5.63167 -3.69915 0.23949 0.263 0.738 0.063 -0.079
O -4.72718 -2.79739 -0.35894 0.396 -0.971 -1.061 -0.249
C -3.70243 -3.51696 -1.08225 0.392 0.556 0.327 -0.174
C -3.20700 -2.63516 -2.17647 1.317 0.376 -1.132 -0.385
C -2.11040 -3.32234 -3.03560 0.173 0.189 0.921 -0.037
N -2.62666 -1.35481 -1.69417 -0.665 -0.230 -0.601 0.086
H -6.31274 -4.09773 -0.51243 0.287 -0.770 -0.034 0.099
H -6.28165 -3.10445 0.88131 0.195 -0.156 0.520 0.089
H -4.96253 -4.37580 0.77099 -0.960 -0.734 0.316 0.096
H -2.91825 -3.75640 -0.36404 0.190 -0.229 0.041 0.121
H -4.00124 -4.42030 -1.61405 -0.783 -0.301 0.549 0.132
H -4.05236 -2.54936 -2.85921 -0.184 0.964 0.092 0.143
H -1.19044 -3.32075 -2.45100 0.132 -0.254 0.128 0.060
H -1.86153 -2.76004 -3.93561 -0.410 0.047 -0.042 0.077
H -2.34286 -4.35878 -3.28023 -0.099 0.046 -0.101 0.079
H -3.29773 -0.86201 -1.12240 -0.501 0.151 -0.022 0.065
H -1.89336 -1.59216 -1.04147 0.417 -0.170 0.167 0.038
N 0.16254 0.66582 0.86594 3.765 0.898 -2.200 0.210
C -0.73615 -0.27855 0.93994 1.448 -1.859 -0.264 -0.734
N -1.73594 0.13116 1.64134 -4.167 -0.041 2.262 0.202
O -0.64242 -1.44387 0.50722 0.262 0.527 -0.457 -0.020
H 0.23165 1.51320 1.41115 -0.387 -0.189 0.057 0.079
H 0.95010 0.45386 0.27019 0.182 0.282 0.223 0.102
H -1.61117 0.94975 2.21966 -0.367 -0.164 -0.004 0.102
H -2.34595 -0.62752 1.91038 -0.258 0.457 0.355 0.111
C -1.50056 -4.05615 2.67687 -0.314 0.592 1.848 -0.091
C -0.37743 -4.74229 1.95365 0.095 0.340 0.948 -0.328
O -0.56382 -4.49344 0.59948 0.157 -0.895 -1.272 -0.076
H -1.54445 -4.28112 3.74251 0.298 -0.355 0.261 0.069
H -2.50736 -4.30518 2.34152 0.206 -0.121 -0.570 0.069
H -1.38848 -2.97203 2.69167 -0.010 0.139 -0.523 0.051
H -0.31815 -5.78313 2.27183 -0.466 -0.430 -0.926 0.112
H 0.62037 -4.40209 2.23069 0.047 0.546 0.443 0.106
H -0.35379 -3.56419 0.48116 -0.056 0.384 -0.213 0.038
C 1.81631 -1.31839 3.60803 -0.884 0.875 -0.029 -0.083
C 2.62074 -1.63060 2.39990 1.694 0.578 0.843 -0.334
O 3.44649 -2.70587 2.78729 0.222 -2.033 -0.711 -0.087
H 2.47188 -1.12540 4.45720 -0.007 0.133 -0.068 0.082
H 1.11707 -2.10021 3.90456 -0.073 -0.005 -0.243 0.076
H 1.30309 -0.40596 3.30441 -0.590 0.218 0.609 0.052
H 3.28300 -0.78581 2.21060 -0.177 0.365 -0.289 0.113
H 2.03919 -1.77379 1.48919 -0.033 -0.669 0.050 0.093
H 4.36154 -2.49844 2.99037 -0.229 0.535 -0.282 0.087
C 0.95858 1.22698 -4.00424 0.381 -0.744 0.160 -0.067
C 0.09443 0.05744 -3.50737 0.690 0.806 -0.346 -0.326
O -1.21117 0.53382 -3.53112 -0.919 0.554 -0.012 -0.095
H 1.12876 1.97269 -3.22768 -0.153 -0.001 0.009 0.044
H 0.47546 1.71582 -4.85024 -0.100 -0.118 0.039 0.082
H 1.92366 0.84993 -4.34272 0.182 0.098 0.007 0.070
H 0.32904 -0.28250 -2.49866 0.419 0.117 0.228 0.095
H 0.20919 -0.81523 -4.15031 0.021 -0.095 -0.295 0.101
H -1.69509 0.04692 -2.86004 -0.829 -0.732 0.278 0.031
C -3.11850 4.29421 -0.67344 0.569 -0.839 0.786 -0.078
C -2.60999 2.91863 -1.14357 -0.623 2.026 -0.880 -0.306
O -1.75258 3.19838 -2.25703 -0.571 -0.757 0.562 -0.081
H -3.62229 4.98957 -1.34484 0.138 -0.629 -0.598 0.078
H -2.19108 4.76606 -0.34885 -0.341 0.532 0.474 0.047
H -3.81886 4.08659 0.13557 0.197 0.406 0.462 0.060
H -3.47681 2.31270 -1.40731 0.204 -0.385 -0.295 0.097
H -2.04487 2.44192 -0.34264 -0.059 -0.132 0.216 0.091
H -1.70195 2.33448 -2.67264 0.687 -0.269 -0.865 0.035
C -5.27969 1.39637 0.94204 -0.735 0.132 0.633 -0.068
C -5.36628 -0.11921 0.91793 0.051 0.623 0.073 -0.355
O -5.74217 -0.47577 -0.35749 -0.353 0.114 -1.536 -0.079
H -5.01611 1.89367 0.00861 0.267 -0.627 -0.133 0.054
H -4.59751 1.74460 1.71759 -0.196 0.142 0.142 0.066
H -6.30652 1.70863 1.13239 0.121 0.561 0.284 0.075
H -6.17990 -0.49634 1.53752 0.260 0.268 0.995 0.112
H -4.42028 -0.56986 1.21808 0.157 -0.257 0.015 0.083
H -5.76038 -1.43551 -0.36977 0.256 -0.033 -0.601 0.030
C 4.14375 -0.03763 -1.13331 0.432 0.240 -0.116 -0.086
C 3.46501 1.33094 -1.15445 1.235 -0.800 0.604 -0.305
O 3.31256 1.76777 0.20285 -0.765 -0.916 -0.616 -0.105
H 3.46372 -0.75915 -0.68047 0.086 -0.005 0.083 0.043
H 5.08633 -0.03793 -0.58593 -0.125 0.182 0.320 0.081
H 4.42352 -0.40131 -2.12203 -0.347 0.068 -0.241 0.076
H 2.56704 1.18482 -1.75477 -0.539 0.523 0.332 0.080
H 4.07702 2.12352 -1.58501 0.162 -0.472 -0.786 0.097
H 3.44029 2.71166 0.08304 -0.188 0.992 0.643 0.009
C -0.74394 4.51824 2.53751 -0.395 -0.856 0.012 -0.056
C -0.72375 3.45880 3.64358 -0.903 2.056 -0.208 -0.316
O 0.02189 2.37561 3.18556 0.390 -0.605 0.152 -0.084
H -1.40898 5.32245 2.85229 0.377 0.301 -0.086 0.091
H -1.14052 4.13606 1.59689 -0.146 -0.191 0.016 0.052
H 0.28358 4.80906 2.31909 -0.169 0.425 0.209 0.053
H -1.72461 3.19556 3.98577 -0.348 -0.424 -0.443 0.109
H -0.36089 4.01980 4.50481 0.932 -0.547 0.348 0.110
H 0.23272 1.78139 3.90947 0.119 -0.128 0.123 0.097
```
Forces are in eV/Å.

Structure (SMILES) = COC[C@H](C)N.COC[C@H](C)N.COC[C@H](C)N.NC(N)=O.CCO.CCO.CCO.CCO.CCO.CCO.CCO
HOMO level = -8.77 eV
Energy above the lowest of the compared OMol25 structures with the same formula, charge and spin = 45.2 kcal/mol
M = 649.95 g/mol
LUMO energy = 0.3 eV
Frontier orbital gap = 9.0 eV